Record 1
Formula: C21H59B2N3NaOSn
Source: OMol25
Level of theory: the ωB97M-V functional and the def2-TZVPD basis

Summary:
ΔE to the lowest compared entry with this formula, charge and spin: 0.00 kcal/mol
F_max: 3.2 eV/Å
total charge: +1
E_tot: -40839.5717 eV
orbital gap: 3.811 eV
lowest unoccupied orbital energy: -6.13 eV

Positions of all 88 atoms, in Å:
1 Na -11.54 -7.23 18.48
2 Sn -10.83 -9.34 14.65
3 B -9.45 -7.24 16.76
4 H -8.58 -7.50 16.05
5 H -9.08 -6.36 17.40
6 H -10.43 -6.88 16.25
7 H -9.73 -8.21 17.26
8 B -12.56 -9.32 17.44
9 H -12.37 -9.23 18.54
10 H -12.11 -10.33 17.08
11 H -13.68 -9.38 17.18
12 H -12.16 -8.41 16.93
13 C -16.29 -9.56 18.98
14 C -15.25 -10.31 19.85
15 N -15.82 -10.24 21.21
16 C -15.57 -8.94 21.86
17 C -16.43 -8.77 23.10
18 C -15.53 -11.40 22.09
19 C -14.04 -11.73 22.16
20 H -17.26 -9.97 19.26
21 H -16.12 -9.88 17.95
22 H -16.25 -8.48 19.06
23 H -15.18 -11.33 19.47
24 H -14.23 -9.91 19.83
25 H -14.50 -8.88 22.10
26 H -15.79 -8.16 21.14
27 H -17.47 -8.93 22.80
28 H -16.10 -9.20 24.05
29 H -16.30 -7.71 23.35
30 H -15.98 -12.23 21.54
31 H -15.95 -11.24 23.07
32 H -13.57 -10.85 22.60
33 H -13.62 -11.94 21.18
34 H -13.89 -12.51 22.91
35 C -7.44 -13.90 20.54
36 C -7.19 -12.36 20.56
37 N -7.02 -11.95 19.14
38 C -6.67 -10.52 19.13
39 C -5.19 -10.35 19.40
40 C -8.23 -12.20 18.35
41 C -9.41 -11.30 18.74
42 H -7.06 -14.38 21.45
43 H -6.84 -14.39 19.78
44 H -8.50 -14.18 20.50
45 H -7.89 -11.69 21.07
46 H -6.21 -12.27 21.02
47 H -7.34 -10.00 19.84
48 H -6.97 -10.08 18.17
49 H -4.65 -11.01 18.72
50 H -4.92 -10.55 20.44
51 H -4.86 -9.33 19.21
52 H -8.00 -12.07 17.29
53 H -8.55 -13.23 18.49
54 H -9.28 -10.23 18.57
55 H -10.21 -11.51 18.03
56 H -9.69 -11.33 19.79
57 C -13.89 -7.04 14.90
58 C -14.24 -7.77 13.61
59 N -13.76 -9.15 13.45
60 C -13.65 -9.54 12.04
61 C -14.95 -10.06 11.38
62 C -14.46 -10.04 14.38
63 C -13.92 -11.48 14.39
64 H -14.25 -7.64 15.74
65 H -14.48 -6.13 14.90
66 H -12.82 -6.83 14.97
67 H -15.33 -7.72 13.48
68 H -13.86 -7.15 12.79
69 H -13.32 -8.71 11.41
70 H -12.91 -10.34 11.99
71 H -15.69 -9.30 11.17
72 H -14.65 -10.63 10.50
73 H -15.43 -10.85 11.96
74 H -15.51 -10.10 14.11
75 H -14.34 -9.73 15.42
76 H -12.97 -11.57 14.93
77 H -13.90 -11.92 13.39
78 H -14.63 -12.12 14.91
79 C -14.94 -13.55 17.28
80 C -13.50 -13.93 17.14
81 O -13.05 -14.71 16.34
82 C -12.53 -13.31 18.16
83 H -15.41 -14.01 16.41
84 H -15.09 -12.47 17.32
85 H -15.33 -14.08 18.16
86 H -11.92 -14.15 18.49
87 H -13.10 -13.06 19.06
88 H -12.01 -12.45 17.75

Record 2
Formula: C21H60ClIO15S
Source: OMol25
Level of theory: the ωB97M-V functional and the def2-TZVPD basis

Summary:
F_max: 3.2 eV/Å
E_tot: -84914.7684 eV
orbital gap: 9.050 eV
lowest unoccupied orbital energy: 0.02 eV

Positions of all 99 atoms, in Å:
1 C -0.38 4.20 -2.27
2 C -0.64 3.45 -3.59
3 O 0.53 2.78 -4.04
4 C 0.43 1.37 -3.90
5 C 0.54 0.96 -2.45
6 C 0.83 -0.52 -2.22
7 C 2.10 -1.09 -2.85
8 C 3.34 -1.16 -1.93
9 C 3.56 -0.04 -0.97
10 Cl 3.83 1.49 -1.88
11 O 2.66 0.12 0.07
12 C 3.28 0.98 0.98
13 O 2.69 1.75 1.72
14 O 4.62 0.79 0.89
15 C 4.85 -0.27 -0.08
16 S 4.84 -1.81 0.88
17 I 6.78 0.04 -0.95
18 H -0.87 3.65 -1.47
19 H 0.68 4.15 -2.08
20 H -0.69 5.23 -2.31
21 H -0.93 4.15 -4.36
22 H -1.43 2.73 -3.42
23 H 1.21 0.95 -4.52
24 H -0.52 1.04 -4.29
25 H 1.21 1.60 -1.90
26 H -0.44 1.14 -2.01
27 H 0.79 -0.76 -1.17
28 H -0.01 -1.05 -2.66
29 H 1.88 -2.11 -3.13
30 H 2.39 -0.59 -3.77
31 H 3.35 -2.12 -1.43
32 H 4.23 -1.14 -2.56
33 H 4.45 -1.34 2.07
34 C -3.42 -0.26 -3.96
35 O -2.38 -0.16 -2.98
36 H -2.97 -0.07 -4.93
37 H -3.86 -1.26 -3.96
38 H -4.20 0.48 -3.78
39 H -2.77 -0.33 -2.12
40 C -3.62 3.27 0.20
41 O -2.43 2.48 0.13
42 H -4.34 2.83 -0.48
43 H -4.03 3.27 1.21
44 H -3.42 4.30 -0.11
45 H -1.79 2.87 0.73
46 C 3.21 -0.04 4.87
47 O 4.42 -0.81 4.91
48 H 2.56 -0.48 4.11
49 H 2.71 -0.07 5.83
50 H 3.42 1.00 4.60
51 H 4.99 -0.42 5.58
52 C 0.71 -3.13 6.21
53 O 2.01 -3.49 6.67
54 H -0.01 -3.76 6.71
55 H 0.50 -2.08 6.44
56 H 0.64 -3.29 5.13
57 H 2.66 -2.93 6.23
58 C 6.62 5.04 -1.13
59 O 6.88 3.85 -0.39
60 H 7.41 5.75 -0.89
61 H 6.63 4.86 -2.20
62 H 5.66 5.48 -0.84
63 H 6.19 3.22 -0.60
64 C -2.54 -4.85 8.31
65 O -1.95 -4.91 7.02
66 H -3.08 -3.91 8.38
67 H -3.25 -5.67 8.46
68 H -1.78 -4.88 9.09
69 H -1.48 -5.74 6.96
70 C 2.27 -5.22 0.61
71 O 1.57 -4.00 0.45
72 H 1.53 -6.02 0.67
73 H 2.93 -5.41 -0.24
74 H 2.86 -5.22 1.53
75 H 2.22 -3.29 0.40
76 C 0.47 1.74 7.72
77 O 1.69 1.00 7.80
78 H -0.15 1.28 6.95
79 H -0.07 1.71 8.67
80 H 0.66 2.78 7.44
81 H 2.23 1.40 8.47
82 C -5.66 1.46 -7.05
83 O -5.35 0.23 -6.40
84 H -4.84 2.15 -6.86
85 H -5.76 1.32 -8.13
86 H -6.58 1.89 -6.65
87 H -6.07 -0.38 -6.57
88 C -2.71 -1.99 5.11
89 O -3.66 -1.26 4.34
90 H -2.73 -1.61 6.13
91 H -2.96 -3.05 5.12
92 H -1.70 -1.86 4.70
93 H -3.63 -1.60 3.44
94 C -6.24 -0.11 -10.97
95 O -7.42 -0.51 -10.28
96 H -5.39 -0.52 -10.43
97 H -6.22 -0.50 -11.99
98 H -6.15 0.98 -10.99
99 H -8.17 -0.15 -10.76